Entry 1:
The following is a quantum chemistry calculation of the molecule C5H12O2, from the OMol25 dataset.

```
! RIJCOSX wB97M-V def2-TZVPD def2/J DEFGRID3
* xyz 0 1
C -0.54 2.58 0.85
C -1.06 1.24 0.34
C 0.02 0.15 0.29
O -0.01 -0.56 1.51
C -0.17 -0.77 -0.92
C 0.94 -1.80 -1.08
O 0.87 -2.71 0.01
H -1.33 3.32 0.90
H -0.11 2.47 1.86
H 0.25 2.96 0.19
H -1.51 1.37 -0.65
H -1.85 0.86 1.00
H 1.01 0.64 0.17
H 0.39 -1.43 1.34
H -0.18 -0.15 -1.83
H -1.14 -1.28 -0.85
H 1.92 -1.29 -1.09
H 0.83 -2.33 -2.04
H 1.66 -3.27 0.00
*
```

Its structure (SMILES) is CC[C@@H](O)CCO. The calculation puts the HOMO-LUMO gap at 10.5 eV. Its energy relative to the best compared isomer or geometry (same formula, charge and spin) is 70.6 kJ/mol.

These are the natural (NBO) partial charges, in e, on atoms 1 to 5: number 1, C, carries -0.60; number 2, C, carries -0.41; number 3, C, carries 0.11; number 4, O, carries -0.74; number 5, C, carries -0.44

=====

Entry 2:
The following is a quantum chemistry calculation of a cluster of 2 separate species, C5H9FO in total, from the OMol25 dataset.

```
! RIJCOSX wB97M-V def2-TZVPD def2/J DEFGRID3
* xyz 0 1
C 1.06 -0.39 0.24
C 0.78 -1.56 -0.61
C 0.48 0.94 -0.23
C -0.94 1.11 -0.29
C -1.90 0.34 0.33
H -0.60 0.53 1.68
H 2.20 -0.26 0.31
H 1.19 -2.41 -0.07
H -0.26 -1.69 -0.66
H 0.79 1.83 0.37
H 1.02 1.17 -1.19
H -1.15 2.12 -0.76
H -2.96 0.89 0.48
H -1.64 -0.70 0.71
O 0.60 -0.60 1.57
F 1.32 -1.31 -1.90
*
```

The calculation puts the HOMO-LUMO gap at 9.1 eV. Its energy relative to the best compared isomer or geometry (same formula, charge and spin) is 493.1 kJ/mol.

These are the natural (NBO) partial charges, in e, on atoms 1 to 5: number 1, C, carries 0.05; number 2, C, carries 0.03; number 3, C, carries -0.50; number 4, C, carries -0.10; number 5, C, carries -0.53

=====

Entry 3:
The following is a quantum chemistry calculation of a cluster of 2 separate species, C6H13NO in total, from the OMol25 dataset.

```
! RIJCOSX wB97M-V def2-TZVPD def2/J DEFGRID3
* xyz 0 1
C 1.35 -1.24 -2.60
N 1.95 -0.93 -1.54
C 1.41 -0.08 -0.54
C 0.31 0.66 -0.71
C -0.16 1.67 0.29
C -0.71 1.01 1.58
C -2.16 1.29 2.00
H 0.33 -0.95 -2.86
H 1.84 -1.78 -3.40
H 1.99 0.03 0.38
H -0.16 0.51 -1.67
H -1.02 2.22 -0.10
H 0.65 2.34 0.56
H 0.01 1.15 2.38
H -0.66 -0.10 1.57
H -2.44 0.53 2.71
H -2.22 2.35 2.25
H -2.86 1.20 1.16
O 0.69 -3.03 -0.29
H 1.64 -3.12 -0.43
H 0.21 -3.74 -0.73
*
```

Its structure (SMILES) is C=N/C=C/CCC.O. The calculation puts the HOMO-LUMO gap at 9.5 eV. Its energy relative to the best compared isomer or geometry (same formula, charge and spin) is 280.0 kJ/mol.

These are the natural (NBO) partial charges, in e, on atoms 1 to 5: number 1, C, carries -0.03; number 2, N, carries -0.43; number 3, C, carries -0.05; number 4, C, carries -0.16; number 5, C, carries -0.45

=====

Entry 4:
The following is a quantum chemistry calculation of a structure of composition C21H38BaN7S2, from the OMol25 dataset.

```
! RIJCOSX wB97M-V def2-TZVPD def2/J DEFGRID3
* xyz 1 1
Ba 0.07 0.13 0.21
N -1.60 1.39 2.18
C -2.64 2.28 1.67
C -3.38 1.62 0.52
N -2.56 1.47 -0.70
C -2.34 2.78 -1.34
C -0.90 3.03 -1.74
N 0.00 3.02 -0.57
C -3.24 0.55 -1.62
C -2.40 0.11 -2.80
N -1.28 -0.74 -2.38
H -2.02 0.57 2.62
H -1.05 1.84 2.91
H -2.16 3.20 1.33
H -3.37 2.58 2.43
H -4.30 2.19 0.30
H -3.69 0.63 0.84
H -2.65 3.57 -0.65
H -2.98 2.89 -2.22
H -0.85 3.98 -2.30
H -0.56 2.25 -2.42
H -0.24 3.79 0.04
H 0.94 3.21 -0.89
H -4.17 1.00 -2.00
H -3.54 -0.33 -1.05
H -1.99 0.98 -3.32
H -3.06 -0.39 -3.52
H -0.64 -0.86 -3.16
H -1.63 -1.68 -2.17
C 3.70 -1.18 -0.47
C 3.72 -0.25 0.73
N 2.87 0.94 0.57
C 3.43 2.03 -0.23
C 3.47 1.79 -1.74
S 1.96 1.11 -2.52
C 2.52 -0.51 -3.15
C 2.17 -1.74 -2.31
N 2.33 -1.51 -0.88
H 4.28 -2.08 -0.22
H 4.21 -0.74 -1.32
H 4.77 0.02 0.93
H 3.35 -0.79 1.59
H 2.69 1.29 1.50
H 4.46 2.28 0.07
H 2.83 2.92 -0.01
H 4.30 1.14 -2.02
H 3.67 2.75 -2.22
H 3.59 -0.43 -3.33
H 2.07 -0.62 -4.14
H 2.79 -2.57 -2.68
H 1.13 -2.03 -2.48
H 2.02 -2.33 -0.37
S 0.60 -2.77 4.55
C 1.82 -1.59 4.71
C 1.85 -0.76 3.63
C 0.87 -1.00 2.61
C 0.11 -2.08 3.01
C -1.04 -2.67 2.34
C -1.75 -3.74 2.90
C -2.83 -4.28 2.24
C -3.22 -3.74 1.02
C -2.48 -2.69 0.54
N -1.42 -2.15 1.15
H 2.45 -1.57 5.58
H 2.58 0.05 3.60
H -1.44 -4.15 3.85
H -3.38 -5.11 2.68
H -4.06 -4.12 0.47
H -2.75 -2.24 -0.41
*
```

The calculation puts the HOMO-LUMO gap at 7.7 eV. Its energy relative to the best compared isomer or geometry (same formula, charge and spin) is 10.5 kJ/mol.

These are the natural (NBO) partial charges, in e, on atoms 1 to 5: number 1, Ba, carries 1.76; number 2, N, carries -0.89; number 3, C, carries -0.23; number 4, C, carries -0.23; number 5, N, carries -0.49

=====

Entry 5:
The following is a quantum chemistry calculation of a cluster of 2 separate species, C3H9ClNO2P in total, from the OMol25 dataset.

```
! RIJCOSX wB97M-V def2-TZVPD def2/J DEFGRID3
* xyz 0 1
C -1.92 0.79 -0.31
C 1.22 -2.28 -0.97
C 0.46 1.57 2.09
N -2.27 0.72 -1.51
O 0.47 -1.40 -0.11
O 0.37 0.26 1.55
P 0.69 0.25 -0.03
Cl 2.80 0.47 0.03
H -2.50 0.00 0.31
H 1.19 -3.16 -0.39
H 2.20 -1.82 -1.04
H 0.67 -2.34 -2.04
H 0.10 1.50 3.09
H -0.11 2.19 1.41
H 1.49 1.89 2.19
H -2.89 -0.06 -1.97
H -1.93 1.39 -2.30
*
```

The calculation puts the HOMO-LUMO gap at 8.4 eV. Its energy relative to the best compared isomer or geometry (same formula, charge and spin) is 410.3 kJ/mol.

These are the natural (NBO) partial charges, in e, on atoms 1 to 5: number 1, C, carries -0.11; number 2, C, carries -0.25; number 3, C, carries -0.28; number 4, N, carries -0.72; number 5, O, carries -0.84

=====

Entry 6:
The following is a quantum chemistry calculation of a structure of composition C27H33Ge2N3O7STc, from the OMol25 dataset.

```
! RIJCOSX wB97M-V def2-TZVPD def2/J DEFGRID3
* xyz 2 4
Tc -1.97 -1.06 -0.22
O -3.76 -6.74 1.30
C -3.40 -5.48 1.05
C -4.24 -4.38 1.24
C -3.74 -3.14 0.92
N -2.52 -2.96 0.42
C -1.69 -4.00 0.33
C -2.08 -5.28 0.62
C -0.28 -3.61 0.03
O 0.56 -4.40 -0.26
O -0.07 -2.27 0.16
C -4.39 -1.81 1.18
O -5.58 -1.68 1.39
O -3.52 -0.84 1.13
H -4.67 -6.80 1.61
H -5.24 -4.47 1.64
H -1.39 -6.10 0.54
C 3.83 -2.27 -2.20
C 2.34 -2.50 -1.91
Ge 1.90 -1.90 -0.13
C 2.51 -2.97 1.38
C 3.87 -2.57 1.97
C 2.85 -0.16 0.23
C 2.62 1.16 -0.07
Ge 0.78 1.60 -0.64
C -0.34 1.99 0.89
C 0.08 3.22 1.69
C 0.51 2.60 -2.26
C 0.26 4.10 -2.08
C 3.65 2.15 -0.02
C 5.03 1.79 -0.04
C 6.00 2.76 -0.02
C 5.63 4.11 0.04
C 4.28 4.49 0.06
C 3.31 3.54 0.00
H 4.08 -2.65 -3.20
H 4.48 -2.80 -1.50
H 4.10 -1.21 -2.18
H 2.09 -3.56 -1.95
H 1.72 -1.96 -2.62
H 2.56 -3.98 0.98
H 1.74 -2.97 2.16
H 4.65 -2.48 1.21
H 4.21 -3.33 2.67
H 3.82 -1.64 2.53
H 3.80 -0.37 0.72
H -0.30 1.09 1.52
H -1.36 2.10 0.52
H 1.07 3.10 2.14
H -0.62 3.41 2.51
H 0.10 4.12 1.07
H -0.37 2.10 -2.69
H 1.35 2.40 -2.93
H -0.51 4.30 -1.34
H -0.07 4.54 -3.02
H 1.16 4.63 -1.78
H 5.31 0.75 -0.10
H 7.05 2.49 -0.04
H 6.40 4.87 0.07
H 4.02 5.54 0.11
H 2.26 3.83 0.01
O -0.80 -0.37 -1.49
O 0.57 -0.18 -1.10
S -3.38 0.48 -1.54
C -4.66 1.39 -0.79
N -5.57 0.87 0.07
C -6.59 1.58 0.56
C -6.75 2.88 0.17
C -5.78 3.38 -0.70
N -4.77 2.66 -1.16
H -5.49 -0.10 0.40
H -7.25 1.06 1.25
H -7.57 3.49 0.53
H -5.82 4.41 -1.04
*
```

The calculation puts the HOMO-LUMO gap (spin up / spin down) at 7.4 / 4.3 eV. Its energy relative to the best compared isomer or geometry (same formula, charge and spin) is 248.5 kJ/mol.

These are the Mulliken partial charges, in e, on atoms 1 to 5: number 1, Tc, carries 1.56; number 2, O, carries -0.48; number 3, C, carries 0.91; number 4, C, carries -0.48; number 5, C, carries -0.06

=====

Question: energy relative to the best compared isomer or geometry (same formula, charge and spin) of number 4 (C21H38BaN7S2)?
Answer: 10.5 kJ/mol

=====

Question: Number 1 is which compound?
Answer: C5H12O2